DFT (ωB97M-V/def2-TZVPD) results for a structure of composition C33H36BF3O3S in a non-equilibrium geometry.

XYZ file:
```
77
Properties=species:S:1:pos:R:3:mulliken_charge:R:1
C -2.78985 -0.91509 3.34220 -1.310
C -1.99884 -0.02204 2.47538 0.763
C -0.87640 0.75646 2.76775 -0.921
C -0.49898 1.63019 1.78059 -0.997
C -0.83630 1.22370 0.37989 1.388
B 2.03280 -2.92502 0.77556 -0.054
C -1.56148 2.41029 -0.42510 -0.217
C -0.95752 3.66848 -0.49435 -0.502
C -1.11102 4.40644 -1.68095 -0.851
C -2.05853 4.02458 -2.60552 0.061
C -2.13216 4.71103 -3.92180 0.876
F -3.37726 4.68038 -4.45246 -0.270
F -1.77080 6.01314 -3.74937 -0.292
F -1.27042 4.15069 -4.83563 -0.256
C -2.89582 2.94893 -2.35101 -0.852
C -2.68727 2.19177 -1.20469 -0.439
O 2.24400 -2.51935 2.04603 -0.266
C 1.76310 -3.70044 2.72952 1.355
C 2.99596 -4.59193 3.00970 -1.934
C 1.20863 -3.23898 4.04174 -1.691
C 0.70900 -4.32049 1.76060 2.119
C 0.72862 -5.82149 1.70481 -1.998
C -0.74696 -3.91623 1.92844 -1.728
O 1.20667 -3.89892 0.46969 -0.265
S -2.40303 0.21573 0.86122 -0.343
H -2.32748 -0.99965 4.30492 0.386
H -3.82149 -0.63111 3.50537 0.355
H -2.80453 -1.90350 2.89416 0.291
H -0.40730 0.62529 3.71840 0.455
H 0.17941 2.45016 1.96517 0.302
H -0.32257 4.04502 0.32020 0.468
H -0.53013 5.31939 -1.83287 0.491
H -3.76005 2.74879 -2.96112 0.595
H -3.40470 1.39402 -0.97447 0.369
H 2.65700 -5.31087 3.76221 0.380
H 3.42312 -5.07654 2.10866 0.358
H 3.82657 -3.99274 3.40188 0.448
H 0.93103 -4.08966 4.68312 0.381
H 1.96724 -2.64521 4.56845 0.469
H 0.31628 -2.60534 3.91835 0.148
H 0.33263 -6.21701 2.64469 0.365
H 0.10155 -6.19444 0.88054 0.478
H 1.72652 -6.21313 1.48237 0.329
H -1.29269 -4.34455 2.76501 0.435
H -0.85984 -2.84152 1.94322 -0.076
H -1.35438 -4.26538 1.09400 0.539
C -3.39126 0.53765 -5.34574 -0.672
O -3.26733 -0.14129 -4.07774 -0.401
C -2.06495 -0.32620 -3.48406 0.212
C -2.03622 -1.30401 -2.47636 -0.523
C -1.05402 -1.21702 -1.51882 -0.394
C -0.16897 -0.12833 -1.50105 -0.407
C 0.31124 0.38685 -0.13537 1.923
C 1.70995 1.08358 -0.20010 0.056
C 2.86263 0.59715 0.45547 -0.168
C 3.93449 1.45731 0.74785 -1.009
C 3.86166 2.78531 0.30747 1.186
C 4.92274 3.72651 0.77231 -1.601
C 2.75431 3.25298 -0.38086 -1.509
C 1.76299 2.34006 -0.75765 0.141
C -0.01299 0.59653 -2.70348 -0.304
C -0.93960 0.47749 -3.72375 -0.301
H -4.44253 0.47997 -5.63556 0.249
H -3.11918 1.60594 -5.24732 0.170
H -2.76950 0.04580 -6.10182 0.336
H -2.85233 -2.01713 -2.36366 0.430
H -0.93585 -2.04755 -0.81474 0.216
H 0.43309 -0.49447 0.60021 -0.281
H 2.97506 -0.45337 0.75367 0.139
H 4.80622 1.11273 1.28742 0.422
H 4.56136 4.75954 0.82161 0.353
H 5.35855 3.51082 1.75829 0.373
H 5.78804 3.74992 0.09868 0.297
H 2.62002 4.31505 -0.59976 0.395
H 0.96490 2.60288 -1.43752 0.320
H 0.82323 1.23681 -2.99483 0.567
H -0.88806 1.05460 -4.64727 0.445
```

## Properties
- Energy above the lowest of the compared OMol25 structures with the same formula, charge and spin: 8.084 eV
- Spin multiplicity: 1